The following is a DFT calculation (ωB97M-V/def2-TZVPD) of a 2-piece molecular cluster, C2HBrIN overall at a distorted geometry.

The geometry in ORCA input format:
```
! RIJCOSX wB97M-V def2-TZVPD def2/J DEFGRID3
* xyz 0 3
C -0.76 -0.13 -0.94
C 0.22 -0.38 0.01
N -1.50 0.03 -1.80
Br 1.99 -0.47 -0.37
I 0.02 1.97 2.11
H 0.03 -1.01 0.98
*
```

Computed properties:
ΔE to the lowest compared entry with this formula, charge and spin	0.0	kcal/mol
F_max	3.59	eV/A
Kohn-Sham gap (alpha / beta)	9.4 / 6.5	eV

The following is a DFT calculation (ωB97M-V/def2-TZVPD) of an isolated ion of composition C3H3N2S2 and charge -1 at a distorted geometry.

The geometry in ORCA input format:
```
! RIJCOSX wB97M-V def2-TZVPD def2/J DEFGRID3
* xyz -1 1
C -0.74 -0.76 -0.04
C -1.07 0.47 0.48
C 1.30 0.19 -0.54
N 0.52 -0.83 -0.52
N -0.18 1.41 0.64
S 0.92 -2.36 -1.16
S 0.31 2.86 0.90
H -1.34 -1.54 -0.20
H -2.05 0.57 1.00
H 2.33 -0.01 -0.55
*
```

Computed properties:
ΔE to the lowest compared entry with this formula, charge and spin	105.9	kcal/mol
F_max	4.47	eV/A
Kohn-Sham gap (alpha / beta)	6.1 / 6.1	eV

The following is a DFT calculation (ωB97M-V/def2-TZVPD) of a 7-piece molecular cluster, C14H42O7S6 overall at a distorted geometry.

The geometry in ORCA input format:
```
! RIJCOSX wB97M-V def2-TZVPD def2/J DEFGRID3
* xyz 0 1
C -44.53 -15.05 -42.49
C -45.24 -16.31 -42.90
O -44.23 -17.28 -43.41
H -45.14 -14.35 -42.00
H -44.43 -14.47 -43.49
H -43.42 -15.23 -42.05
H -45.97 -16.27 -43.53
H -45.72 -16.88 -42.15
H -44.82 -18.09 -43.68
C -48.11 -18.22 -36.50
S -48.43 -19.78 -37.10
O -49.55 -19.64 -38.09
C -46.91 -20.06 -38.03
H -46.99 -18.12 -36.02
H -48.71 -17.73 -35.75
H -48.16 -17.58 -37.35
H -47.01 -20.97 -38.50
H -46.15 -19.88 -37.45
H -46.80 -19.18 -38.73
C -48.57 -16.38 -40.51
S -48.24 -17.87 -41.39
O -49.26 -18.91 -40.89
C -49.09 -17.43 -42.92
H -48.10 -15.53 -40.81
H -48.10 -16.40 -39.47
H -49.65 -16.34 -40.56
H -50.02 -17.28 -43.02
H -48.84 -18.06 -43.70
H -48.64 -16.67 -43.60
C -47.09 -16.10 -47.82
S -48.64 -16.82 -47.40
O -49.08 -17.64 -48.71
C -47.62 -18.12 -46.53
H -46.55 -15.77 -46.90
H -47.48 -15.04 -48.45
H -46.32 -16.71 -48.43
H -47.05 -17.60 -45.60
H -46.94 -18.57 -47.14
H -48.45 -18.76 -46.23
C -42.22 -20.41 -40.79
S -42.67 -18.74 -40.82
O -43.97 -18.62 -39.88
C -41.28 -18.24 -39.80
H -41.15 -20.54 -41.21
H -42.93 -21.06 -41.40
H -42.03 -20.95 -39.76
H -41.30 -17.19 -39.69
H -40.23 -18.60 -40.23
H -41.08 -18.66 -38.85
C -47.87 -21.19 -43.77
S -46.15 -20.72 -43.52
O -46.22 -19.20 -43.39
C -46.15 -21.37 -41.91
H -48.45 -21.01 -44.86
H -48.46 -20.97 -42.78
H -47.99 -22.19 -43.89
H -45.36 -21.00 -41.21
H -46.26 -22.34 -41.90
H -47.07 -20.86 -41.29
C -51.38 -23.03 -38.77
S -51.02 -22.64 -40.54
O -51.33 -21.17 -40.67
C -49.31 -22.82 -40.28
H -52.42 -23.26 -38.63
H -50.79 -22.54 -38.08
H -51.14 -23.94 -38.59
H -48.84 -23.83 -40.27
H -48.92 -22.15 -39.41
H -48.84 -22.42 -40.97
*
```

Computed properties:
ΔE to the lowest compared entry with this formula, charge and spin	98.8	kcal/mol
F_max	9.55	eV/A
Kohn-Sham gap	8.4	eV

The following is a DFT calculation (ωB97M-V/def2-TZVPD) of a 2-piece molecular cluster, C11H18 overall at a distorted geometry.

The geometry in ORCA input format:
```
! RIJCOSX wB97M-V def2-TZVPD def2/J DEFGRID3
* xyz 0 1
C 1.80 0.94 -1.25
C 0.58 0.21 -1.84
C 0.65 -1.14 -2.19
C -0.46 -1.95 -2.55
C -1.65 -1.24 -2.59
C -1.76 0.06 -2.19
C -0.60 0.86 -1.85
H 2.45 1.09 -2.00
H 2.28 0.18 -0.49
H 1.43 1.92 -0.79
H 1.65 -1.67 -2.13
H -0.34 -3.00 -2.78
H -2.40 -1.83 -2.58
H -2.70 0.41 -1.98
H -0.74 1.85 -1.58
C -1.12 0.75 3.49
C 0.21 0.18 3.25
C 0.21 -0.35 1.86
C 1.48 1.09 3.38
H -0.99 1.81 3.26
H -1.63 0.67 4.49
H -1.88 0.19 2.79
H 0.49 -0.45 4.12
H 0.57 -1.41 1.70
H -0.72 -0.29 1.36
H 0.96 0.16 1.25
H 1.98 1.28 2.43
H 1.28 2.12 3.76
H 2.25 0.48 3.99
*
```

Computed properties:
ΔE to the lowest compared entry with this formula, charge and spin	71.3	kcal/mol
F_max	6.72	eV/A
SMILES string	Cc1ccccc1.CC(C)C
Kohn-Sham gap	10.0	eV

The following is a DFT calculation (ωB97M-V/def2-TZVPD) of C24H25I2InO10S3 as an isolated structure.

The geometry in ORCA input format:
```
! RIJCOSX wB97M-V def2-TZVPD def2/J DEFGRID3
* xyz 0 1
In -0.60 0.68 -0.51
I -3.54 2.29 2.86
C -3.56 3.42 1.09
I -2.31 2.99 -0.58
H -3.28 4.43 1.35
H -4.56 3.39 0.69
O 0.43 -0.89 0.66
S -0.70 -1.13 1.63
O -0.30 -1.26 2.99
O -1.67 -0.03 1.36
C -1.46 -2.65 1.11
C -1.62 -3.60 2.11
C -2.18 -4.83 1.82
C -2.59 -5.12 0.53
C -2.43 -4.18 -0.48
C -1.86 -2.94 -0.22
S -1.64 -1.92 -1.68
O -2.43 -2.52 -2.71
O -0.21 -1.81 -1.89
O -2.16 -0.54 -1.31
H -1.30 -3.35 3.11
H -2.30 -5.57 2.61
H -3.03 -6.08 0.30
H -2.75 -4.39 -1.48
C 4.97 1.85 5.87
C 4.15 1.82 4.62
C 4.72 1.46 3.40
C 3.97 1.42 2.24
C 4.65 1.00 0.96
C 2.60 1.77 2.30
C 1.83 1.61 1.08
O 0.64 1.91 0.94
C 2.01 2.15 3.52
C 0.56 2.51 3.66
C 2.80 2.16 4.66
H 5.97 1.43 5.71
H 4.49 1.29 6.67
H 5.09 2.88 6.23
H 5.77 1.20 3.36
H 5.72 0.89 1.12
H 4.51 1.72 0.15
H 4.27 0.04 0.60
H 2.36 1.16 0.23
H 0.26 3.28 2.96
H 0.36 2.85 4.68
H -0.08 1.64 3.46
H 2.35 2.44 5.60
C -2.93 -2.29 -6.43
C -2.18 -1.26 -5.63
C -2.84 -0.16 -5.10
C -2.15 0.79 -4.36
C -0.79 0.63 -4.15
C -0.11 -0.46 -4.68
C -0.81 -1.40 -5.41
S 0.11 1.85 -3.28
O -0.85 2.84 -2.80
O 1.17 2.32 -4.13
O 0.71 1.18 -2.04
H -4.00 -2.24 -6.23
H -2.58 -3.29 -6.19
H -2.78 -2.13 -7.50
H -3.90 -0.04 -5.25
H -2.66 1.65 -3.94
H 0.95 -0.58 -4.49
H -0.29 -2.26 -5.80
*
```

Computed properties:
ΔE to the lowest compared entry with this formula, charge and spin	3.3	kcal/mol
F_max	0.57	eV/A
Kohn-Sham gap	8.2	eV

The following is a DFT calculation (ωB97M-V/def2-TZVPD) of a 12-piece molecular cluster, C60H150N12O3 overall at a distorted geometry.

The geometry in ORCA input format:
```
! RIJCOSX wB97M-V def2-TZVPD def2/J DEFGRID3
* xyz 0 1
C 1.08 1.01 -1.85
C 1.29 -0.04 -0.71
N 0.15 -0.14 0.18
C 0.15 1.17 0.95
C -1.17 1.29 1.76
C -1.08 -0.34 -0.64
C -1.04 -1.63 -1.39
H 0.34 0.69 -2.59
H 1.94 0.94 -2.51
H 0.96 2.04 -1.54
H 1.88 -0.89 -1.05
H 2.10 0.27 -0.04
H 1.02 1.36 1.58
H 0.05 2.01 0.27
H -2.07 1.64 1.25
H -1.41 0.45 2.41
H -1.05 2.06 2.53
H -1.27 0.53 -1.27
H -1.97 -0.38 -0.01
H -0.09 -1.71 -1.91
H -1.91 -1.81 -2.02
H -1.17 -2.49 -0.73
C 6.53 0.34 0.05
C 6.62 -0.32 1.40
N 6.14 -1.71 1.40
C 4.64 -1.85 1.14
C 4.23 -3.32 0.73
C 6.66 -2.46 2.60
C 7.15 -3.88 2.33
H 6.80 1.39 0.16
H 5.58 0.58 -0.42
H 7.25 -0.08 -0.66
H 7.67 -0.35 1.70
H 6.12 0.17 2.24
H 3.99 -1.58 1.98
H 4.27 -1.21 0.35
H 4.94 -3.83 0.08
H 3.90 -3.87 1.61
H 3.37 -3.09 0.10
H 5.71 -2.58 3.13
H 7.37 -1.92 3.23
H 6.91 -4.26 1.34
H 6.72 -4.51 3.11
H 8.24 -3.93 2.46
C -2.07 3.52 5.74
C -1.05 4.47 6.33
N -1.24 5.41 7.45
C -1.73 4.79 8.69
C -0.63 4.02 9.38
C -1.80 6.70 6.97
C -3.25 6.58 6.38
H -1.55 2.79 5.12
H -2.86 3.94 5.12
H -2.42 2.79 6.48
H -0.22 3.84 6.65
H -0.66 4.96 5.44
H -2.03 5.55 9.41
H -2.68 4.26 8.57
H 0.08 3.41 8.82
H 0.25 4.52 9.78
H -0.98 3.26 10.07
H -1.13 6.98 6.15
H -1.60 7.44 7.75
H -3.15 6.51 5.29
H -3.77 7.53 6.48
H -3.82 5.81 6.88
C 1.82 -4.32 -6.76
C 1.31 -3.19 -5.89
N -0.11 -3.40 -5.41
C -0.44 -2.23 -4.68
C -0.87 -1.06 -5.56
C -0.44 -4.65 -4.80
C 0.31 -5.12 -3.59
H 1.95 -5.31 -6.32
H 2.79 -4.08 -7.20
H 1.17 -4.43 -7.62
H 1.99 -2.98 -5.06
H 1.36 -2.29 -6.50
H 0.50 -2.06 -4.15
H -1.33 -2.46 -4.09
H -1.26 -0.26 -4.93
H -1.72 -1.36 -6.16
H -0.03 -0.61 -6.10
H -1.46 -4.42 -4.52
H -0.63 -5.40 -5.57
H 1.18 -5.75 -3.80
H 0.68 -4.44 -2.82
H -0.46 -5.66 -3.05
C -7.88 1.02 -5.90
C -8.06 0.61 -4.34
N -7.45 -0.72 -4.12
C -8.29 -1.83 -4.45
C -7.97 -3.09 -3.52
C -6.02 -0.98 -4.47
C -5.16 -1.09 -3.20
H -6.84 1.08 -6.23
H -8.48 1.90 -6.13
H -8.39 0.33 -6.57
H -7.65 1.39 -3.70
H -9.10 0.44 -4.07
H -9.34 -1.59 -4.60
H -7.98 -2.01 -5.48
H -6.90 -3.30 -3.48
H -8.36 -2.78 -2.55
H -8.58 -3.99 -3.68
H -5.57 -0.29 -5.18
H -5.97 -1.97 -4.92
H -5.07 -0.14 -2.68
H -4.18 -1.50 -3.42
H -5.59 -1.83 -2.53
C -3.83 -8.74 1.46
C -2.96 -8.09 0.33
N -1.97 -7.09 0.66
C -0.89 -7.48 1.57
C 0.39 -8.29 0.86
C -1.46 -6.25 -0.47
C -2.70 -5.62 -1.22
H -4.73 -9.05 0.93
H -4.14 -8.21 2.35
H -3.32 -9.69 1.63
H -2.49 -8.84 -0.31
H -3.69 -7.61 -0.32
H -0.44 -6.54 1.89
H -1.32 -8.14 2.33
H -0.02 -9.17 0.37
H 0.92 -7.75 0.07
H 1.11 -8.51 1.64
H -0.99 -6.89 -1.21
H -0.95 -5.34 -0.16
H -3.73 -5.47 -0.90
H -2.86 -6.20 -2.14
H -2.43 -4.66 -1.65
C 3.76 -0.56 -4.64
C 4.22 -0.03 -6.06
N 4.73 1.35 -6.21
C 5.75 1.63 -5.14
C 5.37 2.83 -4.34
C 5.24 1.76 -7.54
C 5.58 3.26 -7.52
H 4.15 -1.54 -4.34
H 2.70 -0.79 -4.50
H 3.69 0.14 -3.81
H 5.04 -0.68 -6.37
H 3.40 -0.14 -6.76
H 5.85 0.76 -4.49
H 6.73 1.90 -5.55
H 5.92 3.06 -3.43
H 5.74 3.59 -5.03
H 4.30 3.04 -4.28
H 4.42 1.64 -8.24
H 6.05 1.06 -7.72
H 5.51 3.70 -8.51
H 6.57 3.42 -7.08
H 4.79 3.88 -7.08
C 0.51 0.54 5.46
C 1.73 0.74 6.38
N 2.82 -0.22 5.92
C 3.87 -0.22 6.96
C 4.65 -1.47 7.14
C 3.29 -0.10 4.54
C 3.85 1.31 4.14
H 0.04 -0.43 5.31
H 0.65 1.02 4.49
H -0.33 1.15 5.81
H 2.08 1.75 6.54
H 1.44 0.38 7.37
H 3.27 -0.29 7.86
H 4.62 0.56 7.04
H 4.09 -2.39 7.01
H 5.16 -1.50 8.11
H 5.38 -1.68 6.36
H 4.18 -0.71 4.37
H 2.57 -0.32 3.76
H 4.53 1.84 4.80
H 4.38 1.15 3.20
H 3.04 2.03 4.04
C -6.44 6.42 3.67
C -5.59 6.44 2.41
N -5.50 5.06 1.93
C -4.94 5.15 0.55
C -5.21 3.90 -0.30
C -4.58 4.25 2.77
C -5.50 3.11 3.36
H -5.90 6.28 4.61
H -7.10 5.55 3.70
H -6.99 7.34 3.86
H -6.01 7.23 1.80
H -4.63 6.79 2.80
H -5.32 6.00 -0.02
H -3.86 5.17 0.43
H -5.54 3.06 0.31
H -5.97 4.24 -1.00
H -4.25 3.63 -0.75
H -4.03 4.85 3.49
H -3.94 3.64 2.13
H -4.98 2.50 4.11
H -5.80 2.56 2.47
H -6.43 3.51 3.76
C 4.40 5.53 -0.15
C 3.34 4.57 -0.86
N 2.35 5.14 -1.56
O 3.39 3.35 -0.73
H 4.34 6.57 -0.47
H 5.41 5.15 -0.27
H 4.24 5.37 0.92
H 1.76 4.49 -2.05
H 2.22 6.14 -1.63
C 1.14 3.37 -6.89
C 1.06 2.90 -5.42
N 1.70 1.81 -5.11
O 0.35 3.42 -4.55
H 2.16 3.57 -7.22
H 0.55 4.26 -7.10
H 0.67 2.62 -7.52
H 2.53 1.64 -5.66
H 1.75 1.54 -4.14
C 0.96 -3.22 5.16
C 0.77 -3.48 3.65
N 0.18 -2.56 2.97
O 0.92 -4.52 3.10
H 1.53 -2.30 5.28
H 1.47 -4.02 5.71
H -0.02 -3.18 5.63
H 0.13 -2.83 2.00
H -0.37 -1.78 3.28
*
```

Computed properties:
F_max	4.57	eV/A
SMILES string	CCN(CC)CC.CCN(CC)CC.CCN(CC)CC.CCN(CC)CC.CCN(CC)CC.CCN(CC)CC.CCN(CC)CC.CCN(CC)CC.CCN(CC)CC.CC(N)=O.CC(N)=O.CC(N)=O
Kohn-Sham gap	8.0	eV

The following is a DFT calculation (ωB97M-V/def2-TZVPD) of an isolated ion of composition C4H11IN and charge +1.

The geometry in ORCA input format:
```
! RIJCOSX wB97M-V def2-TZVPD def2/J DEFGRID3
* xyz 1 1
C 1.31 -1.18 -0.01
C 0.43 0.06 0.23
C 1.24 1.36 0.06
C -0.82 0.06 -0.65
N -2.05 -0.39 0.12
I -2.69 0.94 1.60
H 1.27 -1.51 -1.05
H 2.35 -0.95 0.21
H 1.02 -2.03 0.61
H 0.09 0.02 1.27
H 1.95 1.26 -0.76
H 1.81 1.57 0.96
H 0.61 2.22 -0.14
H -1.07 1.04 -1.05
H -0.74 -0.65 -1.48
H -1.86 -1.29 0.57
H -2.84 -0.53 -0.51
*
```

Computed properties:
ΔE to the lowest compared entry with this formula, charge and spin	11.7	kcal/mol
F_max	0.15	eV/A
SMILES string	CC(C)C[NH2+]I
Kohn-Sham gap	9.3	eV

The following is a DFT calculation (ωB97M-V/def2-TZVPD) of a single C3H7NO2 molecule at a distorted geometry.

The geometry in ORCA input format:
```
! RIJCOSX wB97M-V def2-TZVPD def2/J DEFGRID3
* xyz 0 1
N -0.91 -1.12 -0.96
C -1.08 0.13 -0.44
O -2.26 0.47 -0.44
C 0.02 0.99 0.10
C 1.27 0.26 0.55
O 1.01 -0.69 1.56
H -1.92 -1.18 -1.21
H -0.06 -1.55 -1.30
H -0.44 1.52 0.93
H 0.26 1.73 -0.67
H 1.77 -0.21 -0.32
H 1.98 0.97 0.98
H 0.38 -1.33 1.21
*
```

Computed properties:
ΔE to the lowest compared entry with this formula, charge and spin	28.7	kcal/mol
F_max	2.32	eV/A
SMILES string	NC(=O)CCO
Kohn-Sham gap	10.8	eV